Record 1
Density functional theory data (ωB97M-V with the def2-TZVPD basis set) for a cluster of 2 separate species, C4H6N2O2 in total at a distorted geometry.

Structure (XYZ):
```
14
Properties=species:S:1:pos:R:3
O 0.7883 1.9574 -0.3258
O -0.0865 -1.0346 1.5757
N -1.1741 1.3668 0.5933
N 2.9164 -0.4595 0.3134
C 0.4166 -0.3976 -0.2309
C 0.0058 1.0916 0.0554
C -0.4879 -0.9083 -1.3425
C 1.8312 -0.4848 -0.0425
H -1.3015 2.3423 0.7409
H -0.3608 -0.1867 -2.1924
H -1.5556 -0.9070 -0.8762
H -0.1307 -1.8571 -1.6396
H 0.6956 -1.1352 2.1750
H -1.5569 0.6128 1.1960
```

Its relative energy (zero: lowest compared OMol25 entry of this formula, charge and spin) is 41.3 kcal/mol. As for the spin multiplicity: 3.

Results of the natural (NBO) charge analysis, in e, for atoms 1 through 5:
1 O -0.576
2 O -0.395
3 N -0.814
4 N -0.324
5 C -0.101

=====

Record 2
Density functional theory data (ωB97M-V with the def2-TZVPD basis set) for a cluster of 6 separate species, C20H40F4NO17PS in total at a distorted geometry.

Structure (XYZ):
```
84
Properties=species:S:1:pos:R:3
S -0.8064 -2.1719 6.9308
P 1.3413 -0.6660 5.6502
F -1.9390 -0.8305 4.5608
F 0.3061 -2.1422 8.0530
F -1.2567 -2.7917 3.9097
F -0.1932 -1.0442 3.3725
O -0.0523 -0.6736 -0.5928
O -3.7612 -4.6742 -1.1759
O 5.5102 0.0478 -5.6221
O -1.8249 -1.2718 7.3255
O 3.3836 5.9059 -6.6105
O 3.5703 5.1917 -8.7481
O -5.3134 -0.3125 4.1978
O 3.2654 -0.1464 -5.8060
O 0.0946 1.5026 0.0033
O 0.2804 0.7964 -2.1385
O -1.2244 -3.5184 6.8235
O -1.8529 -4.0091 -1.9403
O -6.7682 -0.9197 2.5764
O 4.3648 -0.3833 -3.8440
O 3.2319 3.7267 -7.1967
O -3.7386 -3.1705 -2.8652
O -6.8189 1.1075 3.5782
N 0.0054 -1.7375 5.5126
C -7.9327 1.4503 2.7538
C 3.3942 5.0304 -7.4349
C 3.7579 6.5485 -9.1514
C 0.4647 2.1551 -2.5395
C 4.2795 -0.1598 -5.1553
C 3.0207 -1.3194 5.3940
C -1.0904 -3.2075 -2.8446
C -0.2929 1.4589 6.7456
C 3.0323 3.4029 -5.8208
C -5.1889 -4.6362 -1.2031
C 0.1058 0.6301 -0.8234
C -6.3427 -0.1228 3.3709
C 3.7789 -1.6031 6.7534
C 5.5687 0.3046 -7.0278
C -3.1748 -3.8797 -2.0746
C -4.7003 -1.5977 4.0853
C 3.1071 -0.6220 -3.2079
C -0.2522 -1.0102 0.7835
C 1.1099 1.0576 6.2065
C -0.8883 -1.6068 4.3656
H -0.3666 -2.0905 0.8396
H 2.4546 0.2418 -3.3091
H 4.7922 -1.1838 6.7379
H -0.3075 1.3601 7.8363
H 3.6151 -0.5515 4.8710
H 6.6142 0.4558 -7.2842
H -0.4113 2.7521 -2.2911
H -3.8896 -1.6352 4.7983
H 2.1284 3.8778 -5.4398
H 5.1889 -0.5472 -7.5902
H -1.1347 0.9686 6.2504
H -5.5517 -3.6340 -0.9786
H -8.7721 0.7827 2.9437
H 3.7603 -2.6783 6.9630
H -1.2921 -2.1498 -2.6830
H 2.6307 -1.5112 -3.6185
H 3.3013 -0.7889 -2.1510
H 3.0662 -2.2053 4.7472
H -0.4067 2.5351 6.5393
H -5.4118 -2.3860 4.3283
H 3.2075 -1.0885 7.5378
H 0.6091 -0.7190 1.3760
H 5.0118 1.2071 -7.2786
H 2.8827 7.1479 -8.9041
H 1.3548 1.7482 5.3832
H 1.3580 2.5753 -2.0777
H -5.5441 -5.3175 -0.4341
H -1.2981 -3.4846 -3.8775
H -1.1579 -0.5427 1.1642
H 0.5945 2.1569 -3.6197
H 3.8891 6.5488 -10.2306
H -4.2944 -1.7437 3.0843
H -5.5642 -4.9710 -2.1693
H 4.6508 6.9675 -8.6892
H 3.8980 3.6972 -5.2273
H 1.8390 1.3006 6.9977
H -8.2261 2.4644 3.0138
H -0.0389 -3.3949 -2.6405
H -7.6549 1.4245 1.7009
H 2.9152 2.3231 -5.7479
```

Its relative energy (zero: lowest compared OMol25 entry of this formula, charge and spin) is 0.0 kcal/mol. As for the SMILES: CCP(CC)N(C(F)(F)F)S(=O)(=O)F.COC(=O)OC.COC(=O)OC.COC(=O)OC.COC(=O)OC.COC(=O)OC.

Results of the Mulliken charge analysis, in e, for atoms 1 through 5:
1 S 1.161
2 P -0.243
3 F -0.227
4 F -0.198
5 F -0.273

=====

Record 3
Density functional theory data (ωB97M-V with the def2-TZVPD basis set) for a structure of composition C15H23PdS3Te at a distorted geometry.

Structure (XYZ):
```
43
Properties=species:S:1:pos:R:3
Te -0.0291 0.9083 1.6207
Pd -0.1355 -0.8966 -0.1683
S 0.1330 -3.8182 2.9267
S 1.7243 -2.9767 -0.9979
S -1.6280 -2.8354 -0.6205
C -2.0384 -3.2625 1.1427
C -0.1694 2.6354 -0.9755
C 0.4653 5.0449 0.2421
C 0.5810 -4.0658 -1.9006
C 1.7753 -3.7745 0.6550
C 0.0953 2.6498 0.4086
C -0.8080 -4.3158 -1.3088
C -0.5359 1.3827 -1.7225
C 0.1954 5.0392 -1.1171
C 0.7235 3.9887 2.4759
C 1.1031 -2.9015 1.7106
C -0.1132 3.8203 -1.7043
C 0.4231 3.8818 1.0054
C 0.2084 6.3082 -1.9306
C -1.2766 -4.3486 1.8965
H 0.2571 0.6102 -1.6113
H -0.3250 3.7913 -2.7703
H 2.8261 -3.9500 0.8808
H 0.4900 -3.5708 -2.8683
H -1.9523 -4.7994 2.6247
H -3.0941 -3.5398 1.1215
H -0.9427 -5.1576 1.2492
H -0.7989 6.5534 -2.2781
H -1.4628 0.9567 -1.3327
H -1.9442 -2.3041 1.6495
H 1.1728 4.9557 2.7124
H 0.8439 6.2114 -2.8141
H -0.7687 -5.0810 -0.5388
H 0.4319 -2.1463 1.1999
H -1.4574 -4.6877 -2.1022
H 0.7258 5.9837 0.7246
H -0.1925 3.8731 3.0621
H -0.6697 1.5959 -2.7856
H 1.2915 -4.7468 0.5608
H 1.3964 3.1904 2.7900
H 0.5729 7.1501 -1.3404
H 1.0770 -5.0261 -2.0553
H 1.8295 -2.3261 2.2834
```

Its charge is -1. Its relative energy (zero: lowest compared OMol25 entry of this formula, charge and spin) is 5.6 kcal/mol.

Results of the natural (NBO) charge analysis, in e, for atoms 1 through 5:
1 Te -0.358
2 Pd -0.126
3 S 0.175
4 S 0.217
5 S 0.205

=====

Record 4
Density functional theory data (ωB97M-V with the def2-TZVPD basis set) for the molecule C20H26N2O3.

Structure (XYZ):
```
51
Properties=species:S:1:pos:R:3
O 2.4494 -0.4091 -1.1958
O 4.2179 1.8060 -0.7281
O -4.1989 -0.4320 1.9425
N -2.8993 -0.7788 0.1218
N -2.0487 1.7807 0.2363
C 1.1571 2.8002 1.0815
C -1.4080 -2.6894 0.0882
C -3.3886 1.4831 0.7117
C -2.8395 -2.2257 0.2149
C 2.1270 0.6860 -0.4478
C -0.7666 -3.2990 1.1578
C -0.7028 -2.4967 -1.0946
C 0.5487 -3.7156 1.0458
C 0.8334 0.6772 0.0593
C 0.6094 -2.9183 -1.2105
C -1.9771 3.0783 -0.4040
C 3.7971 -0.7824 -1.3773
C -3.5415 -0.0064 1.0154
C 5.0698 2.8829 -0.4301
C -1.0834 1.6715 1.3283
C 2.9541 1.7962 -0.1894
C -3.7433 -2.8711 -0.8401
C 2.4494 2.8312 0.5863
C 1.2383 -3.5289 -0.1394
C 0.3292 1.7225 0.8176
H -4.7717 -2.5566 -0.6817
H 6.0096 2.6564 -0.9321
H 4.3401 -0.7983 -0.4292
H 4.6758 3.8292 -0.8149
H 5.2484 2.9724 0.6464
H -1.3021 -3.4470 2.0845
H 1.1416 -2.7602 -2.1358
H -2.2421 3.9026 0.2755
H -4.1048 1.7304 -0.0779
H -2.6574 3.0956 -1.2546
H -0.9621 3.2364 -0.7645
H 3.0642 3.6896 0.8048
H 4.3139 -0.1219 -2.0767
H 0.2263 -0.1882 -0.1528
H -1.1792 -2.0140 -1.9360
H -3.2262 -2.4761 1.2094
H 3.7618 -1.7914 -1.7887
H -3.6892 -3.9537 -0.7597
H -3.6660 2.0546 1.6122
H 1.0352 -4.1876 1.8871
H -2.3305 -0.3087 -0.5681
H 0.8013 3.6284 1.6763
H -3.4395 -2.5801 -1.8424
H -1.2547 0.7110 1.8224
H -1.2391 2.4715 2.0729
H 2.2635 -3.8568 -0.2268
```

Its relative energy (zero: lowest compared OMol25 entry of this formula, charge and spin) is 69.6 kcal/mol. As for the SMILES: COc1ccc(CN(C)CC(=O)N[C@@H](C)c2ccccc2)cc1OC.

Results of the natural (NBO) charge analysis, in e, for atoms 1 through 5:
1 O -0.518
2 O -0.511
3 O -0.630
4 N -0.625
5 N -0.441

=====

Record 5
Density functional theory data (ωB97M-V with the def2-TZVPD basis set) for a cluster of 2 separate species, C5H15NOS in total at a distorted geometry.

Structure (XYZ):
```
23
Properties=species:S:1:pos:R:3
S 1.9111 -1.6010 0.5952
O -0.2852 1.5793 -2.7454
N -1.2361 -0.9675 0.5203
C 0.9291 -1.0435 -0.8405
C -1.5881 0.4492 0.5649
C -0.5399 -1.4423 -0.6639
C -0.3649 2.6688 0.9301
C -0.8379 1.3400 1.5760
H -2.6246 0.4915 0.7850
H -1.1947 1.4766 -3.0411
H -0.7231 -2.5106 -0.6669
H 0.9632 0.0142 -1.0319
H -1.5568 0.9097 -0.4218
H -0.9729 2.9681 0.0797
H -0.3774 3.4395 1.6784
H -1.5555 1.6253 2.3398
H -0.4010 1.9178 -1.8568
H 1.3377 -1.5289 -1.7226
H 0.0455 0.8838 2.0170
H -0.7579 -1.2425 1.3669
H 1.5759 -0.5778 1.3895
H -1.0632 -1.0818 -1.5577
H 0.6936 2.5875 0.6758
```

Its relative energy (zero: lowest compared OMol25 entry of this formula, charge and spin) is 21.6 kcal/mol. As for the SMILES: CCCNCCS.O.

Results of the natural (NBO) charge analysis, in e, for atoms 1 through 5:
1 S -0.051
2 O -0.929
3 N -0.636
4 C -0.533
5 C -0.217

=====

Record 6
Density functional theory data (ωB97M-V with the def2-TZVPD basis set) for the molecule C3H5N3OS at a distorted geometry.

Structure (XYZ):
```
13
Properties=species:S:1:pos:R:3
S 1.3973 -0.9159 -0.0554
O -1.8378 -1.8860 0.2369
N -0.3514 1.2161 0.0759
N -1.3687 -0.6443 -0.0636
N -1.6834 1.5393 -0.0010
C 2.4990 0.3984 0.0962
C -0.2021 -0.0772 0.1338
C -2.2640 0.3180 -0.0450
H 3.4661 -0.1342 -0.0922
H 2.6265 1.2789 -0.6519
H -3.3393 0.2771 -0.1671
H 2.5412 0.9785 1.0770
H -1.4835 -2.3484 -0.5437
```

Its relative energy (zero: lowest compared OMol25 entry of this formula, charge and spin) is 94.4 kcal/mol. As for the SMILES: CSc1nncn1O.

Results of the natural (NBO) charge analysis, in e, for atoms 1 through 5:
1 S 0.281
2 O -0.485
3 N -0.310
4 N -0.108
5 N -0.254